[1]
The following is a quantum chemistry calculation of C38H53FFeN7O3P3S as an isolated structure, from the OMol25 dataset.

Geometry (Å):
C  14.9186  11.7761  13.9643
C  12.9526  9.0403  8.9764
C  7.5349  5.8273  13.6068
H  7.3390  11.0506  15.5117
C  9.9870  14.3980  17.1376
C  11.5830  11.0442  8.8373
H  10.5929  9.8735  17.4578
C  17.3006  11.8193  14.4049
C  7.6686  7.4296  15.3665
C  8.4022  11.7656  11.9019
H  12.1402  7.3167  13.3519
H  6.6158  12.1433  10.7371
C  8.6083  8.1726  14.6256
H  11.0037  10.6882  6.7472
H  8.0659  10.7771  12.1680
C  9.0416  14.4225  11.3544
C  7.9058  13.8637  10.8127
C  7.5617  12.5555  11.1231
H  10.7523  14.0725  12.5813
H  19.3149  12.0838  14.5986
H  12.4207  14.1224  10.9798
H  15.6209  10.1762  16.8919
C  13.2405  13.6258  11.4987
N  11.9590  13.0970  16.8679
H  6.3643  5.7349  15.4235
C  15.7938  10.7453  15.9699
H  9.4599  8.4653  17.3525
O  12.7805  9.4016  14.7485
H  7.3909  7.7592  16.3671
C  11.6192  7.3042  12.3934
S  13.1070  10.5362  15.6025
H  12.3382  7.4436  11.6009
N  14.5893  9.9288  11.2695
H  16.7121  9.0507  12.9118
C  9.6626  8.6672  10.7375
C  14.9366  14.3645  9.9534
H  8.6488  9.0834  10.7215
N  18.5846  12.0974  13.9337
H  13.9843  8.6890  9.1288
H  13.7770  12.9921  8.6419
H  15.2392  12.2984  9.3436
N  12.0271  11.6159  15.0393
H  12.2831  8.3336  9.4726
H  11.2085  6.3002  12.3192
O  12.3509  10.8000  12.1185
H  18.6733  12.8472  13.2460
H  12.3193  8.3329  6.9784
H  8.6631  6.1749  11.8368
C  16.1952  12.1238  13.5866
C  17.0684  11.1167  15.5895
N  12.7576  10.4032  9.4801
H  14.4578  15.1200  9.3170
C  9.0001  7.7132  13.3582
C  8.0317  10.5761  16.2012
H  11.0475  8.4056  16.5381
H  16.3005  7.3871  12.4670
C  11.2551  14.0172  17.5359
H  10.2726  9.3330  10.1269
C  14.6510  8.7821  12.2344
H  12.8721  13.3125  12.4836
H  8.4338  13.8467  15.8377
H  11.8634  12.0666  8.5073
C  8.4326  6.5455  12.8385
H  9.6735  7.7100  10.2362
H  16.0113  14.4137  9.8405
H  8.4730  11.3817  16.7865
H  7.5042  9.8629  16.8444
H  11.7104  14.5116  18.3763
H  9.2785  15.4479  11.1562
P  9.3726  9.6980  15.3338
H  14.1919  15.5438  11.6996
N  13.6790  12.4702  10.7238
O  13.0771  10.3078  17.0182
C  12.5294  9.2457  7.5100
H  10.7826  11.1854  9.5412
H  14.1938  9.0694  13.1628
H  7.1314  4.8853  13.2337
H  9.4075  15.0989  17.6984
P  13.3033  10.8942  10.9694
F  7.1175  14.5533  9.9339
H  16.2003  7.9186  10.1202
P  10.3333  8.5564  12.4668
C  11.3840  12.5376  15.8400
C  9.8653  13.5999  12.1348
H  17.8868  10.8622  16.2394
Fe  10.8571  10.9745  13.4155
C  16.5344  8.7197  10.7746
N  10.1418  12.7696  15.4296
C  14.4111  12.9723  9.5626
H  16.4242  10.9102  10.8063
C  9.6315  12.2614  12.3787
H  15.5982  10.2006  9.4395
C  14.7178  11.0849  15.1484
H  15.2308  14.1850  12.1283
C  9.4574  13.6690  16.1035
H  17.6263  8.8182  10.6374
C  14.4450  14.5270  11.4370
C  15.8183  10.0426  10.4912
C  11.2817  10.1276  7.6401
H  10.4241  9.4987  7.8858
H  13.3298  9.7879  6.9668
H  14.1319  7.9248  11.8136
H  16.4117  12.6583  12.6868
C  16.1247  8.4184  12.2438
C  7.1135  6.2811  14.8495
C  10.2248  9.0473  16.8203
H  14.0949  12.0741  13.3302

Forces on atoms 1 to 3 (eV/Å):
C 0.10 0.27 -0.17
C -0.07 0.26 -0.64
C -0.50 -0.50 -0.35

As for the multiplicity: 6. As for the net charge: +1. Its expectation value of S² is 8.761. For the HOMO energy (alpha / beta), the calculation gives -10.387 / -10.399 eV. The value obtained for the orbital gap (alpha / beta) is 8.74 / 7.30 eV.

These are the Mulliken partial charges, in e, on atoms 1 to 8: 0.145, 0.157, -0.728, 0.325, -0.780, -0.568, 0.374, 0.249

***

[2]
The following is a quantum chemistry calculation of a single C11H14N4O molecule, from the OMol25 dataset.

Geometry (Å):
C  1.4615  -0.5398  0.9666
H  -5.0843  2.2140  -1.0400
C  3.8015  0.2081  2.3459
C  1.4230  0.3885  2.0297
H  0.3113  -1.8288  -0.4408
C  -4.4459  0.8822  -2.5983
C  0.2313  -0.9315  0.2001
C  2.8012  -2.2488  -0.3690
N  -3.6357  -0.2437  -2.1312
H  2.5620  1.4823  3.4846
H  -5.5269  0.5895  -2.5812
H  0.4676  0.8650  2.2211
H  -2.3636  1.8201  -0.3263
C  -4.1763  1.9492  -1.5400
H  2.2574  -1.9876  -1.2665
H  4.7681  -1.3069  1.1764
N  -3.1505  1.3043  -0.6614
N  -1.6873  -0.5640  -0.8502
C  2.5966  0.7800  2.7048
H  -4.1812  1.1657  -3.5955
C  2.6775  -1.1323  0.6519
O  4.9138  0.5483  3.0430
H  -3.8144  2.8514  -1.9907
C  3.8422  -0.7779  1.3577
N  -0.7898  -0.1254  0.0790
C  -2.7510  0.1209  -1.1652
H  -3.3437  -0.9073  -2.8540
H  4.6576  1.0260  3.8503
H  2.3787  -3.2086  0.0029
H  3.7994  -2.3930  -0.7037

Forces on atoms 1 to 3 (eV/Å):
C -1.05 0.19 0.54
H -0.37 -0.04 0.75
C -0.47 -0.53 0.11

Its SMILES is Cc1cc(O)ccc1/C=N/N=C1NCCN1. The energy above the lowest of the compared OMol25 structures with the same formula, charge and spin is 123.0 kJ/mol. For the HOMO energy, the calculation gives -7.343 eV. The value obtained for the orbital gap is 8.20 eV.

These are the natural (NBO) partial charges, in e, on atoms 1 to 8: -0.139, 0.198, 0.323, -0.139, 0.179, -0.220, 0.058, -0.640

***

[3]
The following is a quantum chemistry calculation of a 13-piece molecular cluster, C20H66O23 overall, from the OMol25 dataset.

Geometry (Å):
H  -2.0531  -4.7916  -0.0297
H  -2.9071  3.3664  5.6963
H  2.3989  0.5084  4.5553
H  -0.7711  -0.4506  1.6193
C  4.7049  1.9324  -0.1257
H  -4.1351  0.7624  -3.3887
O  -1.1931  -1.5536  -3.5087
C  -2.5841  -1.3496  -3.7497
H  -1.7471  -3.1056  -0.4837
C  -2.2261  2.0334  2.7113
O  -3.9841  0.4394  -4.2897
H  1.9179  -0.0606  1.5423
O  0.6779  -3.8626  1.0813
H  0.4989  -4.5156  0.4273
C  -1.4931  2.9844  -2.4107
C  3.4419  1.2124  -0.3197
H  1.5789  0.7834  -5.2417
O  2.9469  -0.2656  4.2083
H  -5.2561  -0.8416  -1.3567
H  -4.0471  -2.5936  -1.0337
C  -2.5041  -3.7756  -0.0417
C  -3.7121  0.5334  -0.6337
H  -1.6051  3.6954  3.9493
C  2.8339  -2.9626  1.2013
C  3.4589  -0.9816  -3.3327
H  -4.2081  -4.2996  -2.6147
O  -3.0251  -1.2946  4.1973
H  0.5899  -1.4296  0.8463
H  -1.6751  -0.3766  -0.6627
C  -2.6561  0.0814  -4.3417
O  3.4569  -0.0496  0.3163
H  0.6959  3.5644  2.5453
O  1.1099  0.3014  1.8473
H  5.7579  0.0994  4.8103
H  0.8489  2.2204  1.8503
H  -2.8681  -2.2476  0.8263
H  -3.1061  1.4714  2.6193
H  -1.9811  0.7354  -3.8657
H  4.1069  -1.8856  -1.7537
H  -1.5491  1.9264  -2.0987
C  2.1349  -0.3946  -3.7317
O  -1.9151  2.8524  1.5843
O  2.3739  0.6454  -4.6537
H  3.2779  1.1314  -1.4227
O  4.5429  3.1284  -0.8757
H  -5.8111  0.2324  -0.0777
O  -2.8671  2.5934  5.0393
H  2.4369  -2.7536  0.2333
H  1.7609  0.1224  -2.8907
O  6.0569  1.5274  3.3913
O  3.4079  -2.0466  -2.3617
H  -0.2431  -0.3616  4.9603
O  4.2189  -3.2376  1.1503
H  0.9099  0.2164  -0.8957
H  5.9849  2.4434  3.4233
H  4.3489  -3.7166  0.2833
H  0.7449  -0.6506  3.8183
H  5.5829  1.3644  -0.4117
H  -3.7681  -0.3496  1.1503
H  -0.9281  -1.2696  -2.6577
H  4.3179  -0.4926  0.1233
O  0.8539  2.8294  -2.1487
H  2.5879  1.8104  0.0343
O  0.6559  3.1184  1.6743
H  -4.7081  -4.1896  -0.6867
O  -5.6031  1.0484  -2.0267
H  -2.1361  -1.5696  4.0433
H  -1.4591  1.3464  3.0103
H  1.9309  -4.1076  2.7803
C  1.9349  -4.0936  1.6633
H  -3.7591  1.5994  -0.3777
H  0.0019  2.2934  -3.8157
H  -3.0831  0.5744  -1.4757
H  4.9129  2.0544  0.9473
H  1.3329  -1.0756  -4.1377
O  -3.3011  -4.0916  -2.2687
H  4.3549  2.8934  -1.7747
H  -3.1011  -1.3916  -2.8287
C  -2.5141  3.0854  3.7653
H  -3.2161  3.8174  3.4163
H  -3.5261  -2.1136  4.3003
H  4.7979  1.4594  5.1163
H  -1.6121  3.5654  -1.4457
C  0.0029  0.2664  -0.2927
H  3.5769  1.1454  2.8713
H  -0.9621  2.8154  1.6823
H  -2.0601  3.4724  -4.2517
C  -3.7441  -3.6426  -0.9787
O  -2.4841  3.1714  -3.4407
H  -2.4291  0.1464  -5.3807
H  2.7099  -2.1486  1.8883
H  1.6899  2.9784  -2.6147
H  -6.4831  0.7704  -2.2697
O  -2.8661  -3.1726  1.1093
H  -0.0381  4.0304  -3.6657
C  -5.1461  0.1874  -0.9907
C  -0.1631  3.0744  -3.0537
C  5.1839  0.8774  4.3013
H  -0.3281  1.3714  -0.1957
H  2.2599  -5.0876  1.3053
C  0.1899  -0.4226  1.0953
H  4.4089  -0.4496  2.8173
H  4.1009  -0.1726  -2.9197
H  4.0499  -1.3916  -4.1457
H  -3.0111  -2.1526  -4.3537
C  3.9979  0.3404  3.4653
O  -3.2221  -0.3146  0.3973
O  -0.0371  -1.0096  4.2733
O  -0.8511  -0.4846  -1.1607

Forces on atoms 1 to 3 (eV/Å):
H -0.75 0.48 0.61
H 0.06 -1.78 -1.65
H 1.05 -1.72 -0.47

The energy above the lowest of the compared OMol25 structures with the same formula, charge and spin is 165.8 kJ/mol. For the HOMO energy, the calculation gives -8.824 eV. The value obtained for the orbital gap is 8.83 eV.

These are the Mulliken partial charges, in e, on atoms 1 to 8: 0.433, 0.325, 0.427, 0.238, -0.370, 0.402, -0.634, 0.419